No. 1
A cluster of 2 separate species, C2H2NO3P in total in a non-equilibrium geometry, computed with the ωB97M-V functional and the def2-TZVPD basis.

XYZ file:
```
9
Properties=species:S:1:pos:R:3:forces:R:3
C -2.403 -2.177 0.194 -0.2105 -0.1991 0.4099
C -1.490 -1.916 -2.206 -1.3617 0.8612 -0.6887
N -1.820 -2.494 -1.222 0.4871 0.0301 -0.3130
O -3.221 -1.278 0.242 -0.2924 0.6358 -0.7878
O -1.968 -2.941 1.024 0.6223 -0.8268 0.6718
O -1.349 -1.349 -3.253 0.6352 -0.6011 0.6697
P 4.120 3.480 1.725 -0.0082 -3.9311 -0.2696
H 4.959 4.370 2.211 1.6471 2.2674 0.9814
H 3.171 4.304 1.286 -1.5189 1.7637 -0.6737
```
Positions in Å, forces in eV/Å.

Properties
**Total charge**: -2
**HOMO**: 0.817 eV
**Orbital gap**: 0.1739 Eh
**M**: 119.02 g/mol


No. 2
A cluster of 2 separate species, C2H4NO3 in total in a non-equilibrium geometry, computed with the ωB97M-V functional and the def2-TZVPD basis.

XYZ file:
```
10
Properties=species:S:1:pos:R:3:forces:R:3
C -0.413 2.105 -0.256 -1.0889 -0.1705 1.4542
C 0.881 -1.164 -0.029 1.0015 -0.6210 1.1400
N -0.113 -0.904 0.952 -0.3241 0.1587 -0.1848
O 0.429 2.378 -0.997 0.4739 -0.0900 -0.5572
O -1.267 1.951 0.522 0.5253 0.6028 -0.6781
O -1.344 -0.676 0.088 1.2945 -2.5885 -1.9790
H 1.026 -2.276 -0.490 -0.4855 1.6577 0.3889
H 0.849 -0.403 -0.809 0.0677 -0.2115 -0.8872
H 1.835 -0.948 0.524 -0.3247 -0.4720 -0.4273
H -1.885 -0.062 0.495 -1.1396 1.7343 1.7305
```
Positions in Å, forces in eV/Å.

Properties
**Total charge**: -1
**HOMO**: -0.849 eV
**Orbital gap**: 0.1613 Eh
**M**: 90.06 g/mol


No. 3
A structure of composition C13H16B2Cl3NO2 in a non-equilibrium geometry, computed with the ωB97M-V functional and the def2-TZVPD basis.

XYZ file:
```
37
Properties=species:S:1:pos:R:3:forces:R:3
Cl 2.073 0.835 -2.128 -0.4210 0.2405 -0.3574
B 0.759 -0.496 -2.360 0.9636 -0.7267 -0.2427
Cl 0.616 -1.110 -4.118 -0.0583 0.4281 0.3507
Cl 1.525 -1.970 -1.376 -0.5887 -0.0568 0.1952
O -0.504 -0.035 -1.865 -0.7793 -0.1162 0.0298
C -1.392 -0.702 -1.084 1.6713 -2.9271 -1.6007
C -2.782 -0.789 -1.772 -0.5006 0.7323 0.1004
C -3.419 -2.008 -2.109 0.0561 -0.6321 0.7776
C -4.639 -2.061 -2.818 0.3873 1.5091 0.3749
C -5.270 -0.863 -3.226 0.3542 -0.4773 0.2585
C -4.618 0.340 -2.966 0.4595 -0.1131 0.4379
C -3.388 0.363 -2.276 -0.3230 0.6356 0.3945
H -1.080 -1.775 -0.793 -0.2549 1.5138 -0.5576
H -3.009 -2.963 -1.732 -0.1135 0.6308 -0.3228
H -5.156 -2.989 -2.980 0.1640 -0.3672 -0.0447
H -6.275 -0.881 -3.697 0.8906 -0.0028 0.2875
H -5.087 1.283 -3.228 0.1394 -0.1096 -0.0801
H -2.925 1.328 -2.022 -0.2456 -0.3941 -0.3340
C 5.796 0.890 2.746 -0.2985 -0.1060 -0.3158
O 4.612 1.334 3.453 -1.3004 -0.2026 -0.5141
C 3.375 1.110 2.901 0.6665 -1.0651 -1.3359
C 2.224 1.500 3.603 0.3015 -0.3028 -0.4489
C 0.960 1.233 3.118 0.0947 0.0198 0.1004
N 0.723 0.641 1.919 1.1318 -0.1562 -0.8134
B -0.715 0.324 1.330 -1.7019 1.6558 2.3691
H -0.990 -0.210 0.002 -0.8411 0.1137 0.9342
C 1.814 0.314 1.202 0.5070 -0.3004 -0.4093
C 3.129 0.449 1.651 -0.0897 0.6419 0.8785
H 6.668 1.145 3.368 -0.5974 -0.0329 -0.1476
H 5.762 -0.205 2.596 0.0142 0.5342 0.0189
H 5.871 1.418 1.777 -0.0199 -0.3162 0.4041
H 2.366 1.972 4.552 -0.2141 0.2454 0.4294
H 0.127 1.514 3.738 -0.4120 -0.0778 -0.1605
H -1.341 -0.232 2.213 0.3603 -0.7833 -0.8306
H -1.345 1.338 1.168 0.4798 0.0458 -0.6166
H 1.622 -0.083 0.195 0.2688 0.0180 0.6612
H 3.912 0.041 1.016 -0.1507 0.3015 0.1299
```
Positions in Å, forces in eV/Å.

Properties
**HOMO**: -9.245 eV
**Orbital gap**: 0.2969 Eh
**M**: 346.26 g/mol


No. 4
An isolated molecule of CH2O2S2 in a non-equilibrium geometry, computed with the ωB97M-V functional and the def2-TZVPD basis.

XYZ file:
```
7
Properties=species:S:1:pos:R:3:forces:R:3
C 1.320 0.964 -0.312 -2.1759 1.3630 0.0889
O -0.139 -1.299 0.162 0.6924 -1.5298 -0.6840
O 2.016 1.722 0.278 -0.3488 -1.2523 -0.5520
S -2.296 0.482 0.070 0.6173 1.3521 0.2727
S -0.249 0.074 0.625 0.2584 1.0449 1.7507
H 1.168 0.785 -1.391 0.9848 -0.2298 -0.1252
H -2.208 -0.544 -0.733 -0.0282 -0.7481 -0.7511
```
Positions in Å, forces in eV/Å.

Properties
**HOMO**: -8.967 eV
**Orbital gap**: 0.2898 Eh
**M**: 110.16 g/mol


No. 5
A cluster of 2 separate species, C3H2ClNO in total in a non-equilibrium geometry, computed with the ωB97M-V functional and the def2-TZVPD basis.

XYZ file:
```
8
Properties=species:S:1:pos:R:3:forces:R:3
O -2.587 -0.681 0.198 -0.1715 0.9671 0.3696
N -1.468 -0.911 -0.152 -0.2280 -1.9801 -0.5942
C -0.585 -1.571 -0.584 -0.1683 1.0653 0.3595
Cl 0.988 -1.577 -1.020 0.4864 -0.5220 -0.4638
C 1.274 0.771 0.739 -3.2468 3.3035 -1.5857
C 0.438 1.546 0.296 1.5425 -0.6291 0.0695
H 2.063 0.133 0.810 1.5429 -1.3737 0.8265
H -0.123 2.290 -0.286 0.2429 -0.8311 1.0186
```
Positions in Å, forces in eV/Å.

Properties
**HOMO**: -9.719 eV
**Orbital gap**: 0.3530 Eh
**M**: 103.51 g/mol


No. 6
A cluster of 2 separate species, H4O2 in total in a non-equilibrium geometry, computed with the ωB97M-V functional and the def2-TZVPD basis.

XYZ file:
```
6
Properties=species:S:1:pos:R:3:forces:R:3
O -1.185 0.583 -1.198 0.5294 -1.5352 1.4099
H -1.847 1.132 -1.581 -0.8957 0.5627 -0.3188
H -1.630 -0.004 -0.536 0.4143 0.9196 -1.0127
O 1.251 -0.650 1.208 -3.4577 -1.8028 -0.6141
H 0.892 -0.147 0.473 0.9038 0.4730 0.1440
H 2.062 -0.442 1.566 2.5058 1.3828 0.3917
```
Positions in Å, forces in eV/Å.

Properties
**HOMO**: -11.405 eV
**Orbital gap**: 0.4500 Eh
**M**: 36.03 g/mol


No. 7
A structure of composition C36H36N9OPSTi, computed with the ωB97M-V functional and the def2-TZVPD basis.

XYZ file:
```
85
Properties=species:S:1:pos:R:3:forces:R:3
Ti 0.764 -0.556 0.410 -0.0720 -0.4159 0.0111
C -0.922 0.497 2.915 -0.0050 -0.0045 -0.0228
N 0.262 0.973 2.178 -0.0178 0.0544 0.0865
C 1.428 1.150 3.054 -0.0161 -0.0110 -0.0107
C 2.158 -0.153 3.125 0.0618 0.0337 -0.0701
N 2.091 -1.033 2.153 0.0390 0.0744 0.2686
C 2.966 -2.058 2.519 0.0375 0.0306 -0.0321
C 3.322 -3.225 1.844 0.0345 0.0200 -0.0228
C 4.234 -4.058 2.458 0.0007 -0.0159 -0.0081
C 4.791 -3.747 3.709 -0.0103 0.0050 0.0070
C 4.461 -2.586 4.378 -0.0155 0.0098 -0.0007
C 3.543 -1.752 3.751 -0.0113 -0.0127 0.0199
N 3.003 -0.522 4.109 -0.0078 -0.0411 0.0174
C -1.848 -0.176 1.955 0.0402 0.0326 -0.0043
N -1.408 -0.712 0.843 -0.0862 -0.0009 0.0310
C -2.524 -1.262 0.215 -0.0288 0.0127 0.0076
C -2.635 -1.906 -1.017 -0.0046 0.0043 -0.0126
C -3.900 -2.299 -1.407 0.0037 -0.0011 0.0049
C -5.025 -2.065 -0.599 0.0101 0.0017 0.0013
C -4.925 -1.426 0.622 -0.0129 -0.0027 0.0052
C -3.650 -1.030 1.008 0.0044 -0.0141 0.0061
N -3.176 -0.343 2.120 -0.0137 -0.0332 0.0020
H -1.430 1.309 3.445 -0.0039 -0.0014 0.0072
H -0.595 -0.230 3.664 -0.0055 -0.0007 -0.0041
H 0.020 1.868 1.763 0.0058 0.0119 -0.0126
H 1.161 1.514 4.052 -0.0021 -0.0074 -0.0006
H 2.090 1.893 2.604 -0.0146 0.0105 -0.0102
H 2.931 -3.435 0.856 0.0282 0.0053 0.0094
H 4.546 -4.966 1.959 -0.0006 -0.0041 0.0058
H 5.503 -4.429 4.154 0.0028 0.0002 -0.0046
H 4.901 -2.339 5.335 0.0077 -0.0082 -0.0017
H 3.206 -0.002 4.947 -0.0056 0.0160 -0.0073
H -1.766 -2.061 -1.645 -0.0107 0.0006 0.0096
H -4.034 -2.793 -2.360 -0.0044 -0.0014 0.0003
H -5.997 -2.390 -0.944 0.0005 0.0020 -0.0027
H -5.796 -1.245 1.237 0.0013 -0.0001 -0.0007
H -3.730 0.028 2.874 0.0081 -0.0008 0.0083
N 0.207 -3.020 1.257 -0.0675 0.0257 0.0284
N 0.314 -4.063 0.336 -0.0361 -0.0304 -0.0408
C 0.758 -3.832 -0.911 -0.0050 0.0396 -0.0367
N 0.822 -4.890 -1.724 0.0083 -0.0006 0.0131
S 1.227 -2.308 -1.451 0.0749 -0.0016 -0.1120
H 0.790 -3.225 2.062 -0.0098 -0.0058 0.0042
H -0.762 -2.927 1.544 -0.0014 -0.0356 0.0088
H 0.033 -4.992 0.614 -0.0016 0.0080 0.0265
H 0.586 -5.823 -1.430 0.0024 -0.0028 -0.0007
H 1.174 -4.757 -2.656 -0.0056 -0.0061 -0.0038
O 3.666 -0.556 -0.053 0.0127 -0.0170 0.0403
N 2.686 0.358 -0.421 0.1386 0.1553 -0.0873
C 3.111 1.331 -1.131 -0.0015 -0.0813 0.0118
C 2.378 2.464 -1.705 -0.0209 0.0295 0.0053
C 3.213 3.467 -2.214 0.0115 -0.0125 0.0050
C 2.700 4.604 -2.806 -0.0177 0.0041 -0.0019
C 1.326 4.752 -2.916 0.0157 -0.0059 0.0079
C 0.490 3.761 -2.430 0.0076 0.0084 -0.0274
C 0.988 2.613 -1.817 0.0271 -0.0581 -0.0296
P -0.216 1.339 -1.278 -0.1212 0.2381 -0.1435
C -1.098 0.968 -2.834 0.0006 0.0098 0.0261
C -2.144 1.749 -3.328 0.0071 -0.0242 0.0351
C -2.721 1.451 -4.552 -0.0024 -0.0064 -0.0094
C -2.255 0.378 -5.301 -0.0119 0.0077 -0.0011
C -1.209 -0.395 -4.824 0.0129 -0.0084 0.0058
C -0.635 -0.103 -3.594 0.0029 0.0178 0.0044
C -1.401 2.367 -0.326 0.0289 -0.0240 0.0336
C -2.737 1.984 -0.209 0.0276 0.0185 -0.0206
C -3.605 2.688 0.615 -0.0012 -0.0084 -0.0107
C -3.150 3.776 1.348 0.0029 0.0091 0.0085
C -1.822 4.167 1.241 -0.0110 0.0010 0.0016
C -0.957 3.473 0.404 0.0320 0.0055 0.0041
H 4.465 -0.385 -0.578 -0.0050 -0.0010 -0.0074
H 4.182 1.354 -1.346 -0.0026 0.0087 -0.0144
H 4.287 3.345 -2.142 0.0001 0.0055 -0.0036
H 3.368 5.364 -3.188 0.0001 -0.0001 0.0010
H 0.905 5.630 -3.387 0.0005 0.0007 -0.0009
H -0.580 3.884 -2.534 -0.0023 -0.0002 -0.0055
H -2.522 2.589 -2.760 -0.0048 0.0091 0.0095
H -3.534 2.061 -4.923 0.0004 -0.0008 -0.0016
H -2.706 0.151 -6.258 -0.0035 0.0034 0.0010
H -0.836 -1.226 -5.408 0.0050 0.0001 0.0024
H 0.180 -0.714 -3.230 0.0068 -0.0123 -0.0115
H -3.111 1.141 -0.778 -0.0113 -0.0008 -0.0126
H -4.645 2.391 0.671 -0.0021 0.0029 -0.0018
H -3.830 4.331 1.980 -0.0058 -0.0057 -0.0013
H -1.465 5.031 1.786 0.0049 -0.0033 -0.0030
H 0.066 3.817 0.298 -0.0166 -0.0040 0.0243
```
Positions in Å, forces in eV/Å.

Properties
**Spin multiplicity**: 3
**Total charge**: +2
**HOMO (spin up / spin down)**: -11.525 / -13.409 eV
**Orbital gap (spin up / spin down)**: 0.2513 / 0.3135 Eh
**M**: 721.65 g/mol


No. 8
A structure of composition C22H36N3O6RhS2 in a non-equilibrium geometry, computed with the ωB97M-V functional and the def2-TZVPD basis.

XYZ file:
```
70
Properties=species:S:1:pos:R:3:forces:R:3
Rh -0.922 0.454 1.070 -1.4898 0.1126 -1.0451
C -0.427 4.773 0.725 0.0276 -0.0126 0.0518
C -0.788 3.348 0.962 0.0887 0.1961 -0.3520
N 0.036 2.375 0.820 0.5283 -0.7737 1.1177
O 1.368 2.723 0.679 0.0914 0.3861 -0.2562
C -2.140 2.983 1.362 0.1402 0.0632 -0.0169
C -3.298 3.921 1.281 0.0413 -0.0288 0.0316
N -2.274 1.780 1.871 0.1007 -0.8642 -0.3839
O -3.339 1.347 2.328 -0.1879 0.0464 0.5504
H 0.624 4.860 0.475 0.0153 0.0508 0.0004
H -0.647 5.376 1.607 -0.0539 -0.0158 -0.0113
H -1.024 5.158 -0.103 -0.0494 0.0089 0.0402
H 1.817 2.301 1.430 -0.0456 -0.2454 -0.1185
H -3.152 4.777 1.943 -0.0132 0.0041 -0.0082
H -4.201 3.400 1.579 -0.0313 0.0077 -0.0148
H -3.418 4.292 0.262 0.0145 0.0021 0.0024
C 6.215 2.899 0.495 -0.1083 -0.0115 -0.0228
C 4.779 2.379 0.525 0.1295 -0.0605 -0.0011
C 4.746 0.856 0.502 -0.2230 0.1647 0.0981
S 3.087 0.173 0.800 0.5067 -0.2366 -0.5567
O 3.331 -1.283 0.987 -0.0475 0.0450 0.2225
C 2.421 0.411 -0.916 -0.0316 -0.2363 0.2074
C 2.486 -0.867 -1.754 -0.0895 -0.0564 0.0513
C 1.102 -1.290 -2.252 0.1428 0.1316 0.0000
H 6.235 3.989 0.488 0.0273 -0.0121 0.0019
H 6.733 2.544 -0.397 0.0265 0.0228 0.0196
H 6.767 2.553 1.370 0.0260 0.0120 -0.0233
H 4.227 2.782 -0.327 -0.0478 0.0175 0.0528
H 4.285 2.734 1.436 -0.0120 0.0377 -0.0387
H 5.341 0.437 1.315 -0.0003 -0.0098 -0.0013
H 5.109 0.444 -0.442 0.0004 -0.0451 0.0275
H 2.975 1.245 -1.345 -0.1064 0.0486 -0.0037
H 1.388 0.721 -0.770 -0.0007 0.0519 -0.0913
H 2.898 -1.665 -1.133 0.0883 -0.0032 -0.0685
H 3.155 -0.724 -2.603 0.0552 -0.0045 0.0360
H 0.438 -1.483 -1.407 -0.0320 -0.0134 -0.0264
H 1.163 -2.197 -2.853 -0.0283 0.0058 -0.0017
H 0.655 -0.507 -2.869 -0.0554 -0.0500 -0.0103
N -2.662 -0.851 0.943 1.0461 0.6196 0.1955
C -3.300 -0.715 -0.364 0.1020 0.0931 -0.2748
C -2.733 0.130 -1.312 0.0565 -0.0662 0.2622
C -3.340 0.323 -2.544 -0.0782 -0.0971 0.3315
C -4.521 -0.347 -2.806 -0.3425 0.0216 -0.6396
C -5.095 -1.205 -1.876 0.2865 0.1880 0.2184
C -4.483 -1.384 -0.644 -0.1156 -0.1069 0.0911
S -5.300 -0.174 -4.438 0.1802 -0.1486 0.2109
O -4.826 1.114 -4.914 0.0150 -0.0022 0.0255
O -6.720 -0.248 -4.151 0.0118 0.0154 0.0040
O -4.751 -1.328 -5.131 -0.0582 0.0703 -0.0735
H -3.211 -0.348 1.645 -0.2158 -0.1273 0.0926
H -2.580 -1.819 1.237 0.2744 -0.0372 -0.1416
H -1.797 0.634 -1.075 0.0527 0.0576 -0.2599
H -2.929 0.984 -3.296 -0.0121 -0.0129 0.0012
H -6.025 -1.699 -2.126 0.0117 0.0017 0.0068
H -4.932 -2.029 0.105 0.0293 -0.0081 -0.0118
C 1.900 -4.063 0.616 0.0336 0.1527 0.0243
C 0.742 -3.733 1.571 -0.0954 -0.2483 -0.1989
C 1.116 -4.127 3.007 0.0675 0.1875 -0.0131
C -0.521 -4.497 1.128 0.0562 0.0229 0.0608
C 0.426 -2.303 1.529 0.0557 -0.1872 0.2031
C 0.104 -1.130 1.476 -0.6981 1.0155 0.4439
H 2.192 -5.106 0.749 -0.0786 -0.0204 -0.0059
H 2.754 -3.422 0.822 0.0199 -0.0433 -0.0255
H 1.593 -3.917 -0.421 0.0271 0.0096 0.0012
H 1.348 -5.192 3.037 -0.0232 0.0013 -0.0073
H 0.294 -3.928 3.695 0.0179 -0.0045 0.0105
H 1.993 -3.568 3.336 0.0001 -0.0298 0.0182
H -0.308 -5.566 1.088 -0.0225 0.0097 0.0079
H -0.839 -4.169 0.137 0.0018 -0.0375 -0.0017
H -1.339 -4.333 1.832 -0.0030 -0.0249 -0.0151
```
Positions in Å, forces in eV/Å.

Properties
**HOMO (spin up / spin down)**: -7.554 / -7.553 eV
**Orbital gap (spin up / spin down)**: 0.1415 / 0.1350 Eh
**M**: 605.59 g/mol


Number 1: electronic energy -699.23796 Eh. Number 2: electronic energy -359.00854 Eh. Number 3: electronic energy -2140.52629 Eh. Number 4: electronic energy -986.06828 Eh. Number 5: electronic energy -705.47688 Eh. Number 6: electronic energy -152.86197 Eh. Number 7: electronic energy -3550.16880 Eh. Number 8: electronic energy -2382.20990 Eh.